# 1
The following is a quantum chemistry calculation of C46H43AsF5MnN2O4PSi2 as an isolated structure, from the OMol25 dataset.

ORCA input file:
```
! RIJCOSX wB97M-V def2-TZVPD def2/J DEFGRID3
* xyz -1 5
Mn 0.7376 0.6105 0.9891
O 4.1584 2.2335 2.5117
C 3.5567 1.7259 1.5846
O 2.3561 1.2757 1.6896
C 4.2669 1.6334 0.2380
C 5.5937 2.0698 0.2474
C 6.3754 2.0292 -0.8896
C 5.8394 1.5451 -2.0758
C 4.5288 1.1090 -2.1005
C 3.7269 1.1437 -0.9541
P 1.9948 0.5866 -1.1508
C 1.2773 1.8723 -2.2206
C 1.8071 3.1580 -2.2526
C 1.1527 4.1685 -2.9453
C -0.0344 3.9033 -3.6097
C -0.5702 2.6215 -3.5824
C 0.0772 1.6131 -2.8876
C 2.1735 -0.8957 -2.1915
C 2.0772 -0.8695 -3.5789
C 2.2530 -2.0352 -4.3132
C 2.5299 -3.2291 -3.6638
C 2.6232 -3.2574 -2.2784
C 2.4391 -2.0981 -1.5435
H 5.9833 2.4369 1.1864
H 7.4025 2.3717 -0.8554
H 6.4377 1.5040 -2.9778
H 4.1185 0.7290 -3.0261
H 2.7244 3.3835 -1.7224
H 1.5696 5.1677 -2.9502
H -0.5504 4.6938 -4.1403
H -1.5061 2.4100 -4.0845
H -0.3541 0.6176 -2.8734
H 1.8611 0.0584 -4.0941
H 2.1703 -2.0065 -5.3929
H 2.6622 -4.1398 -4.2352
H 2.8150 -4.1912 -1.7637
H 2.4485 -2.1291 -0.4584
F -1.4429 0.5597 3.5779
C -1.0194 1.7975 3.2550
C -0.1698 2.0105 2.1983
C 0.1313 3.3252 1.9162
F 0.8972 3.6235 0.8443
C -0.3577 4.3919 2.6405
F -0.0509 5.6569 2.3233
C -1.2037 4.1393 3.7070
F -1.6995 5.1512 4.4303
C -1.5397 2.8368 4.0123
F -2.3778 2.5950 5.0331
O -0.5339 -1.6184 -1.0323
C -1.2794 -0.6857 -0.8136
N -2.5486 -0.5806 -1.3483
C -3.2413 0.5736 -0.8217
C -2.0576 1.3007 -0.1291
O -2.1427 2.4390 0.2665
N -0.9926 0.4410 -0.0542
C -4.2892 0.1640 0.2139
C -5.4257 -0.5093 -0.2311
C -6.3698 -0.9753 0.6682
C -6.1933 -0.7628 2.0306
C -5.0712 -0.0849 2.4776
C -4.1213 0.3778 1.5751
C -3.8529 1.4448 -1.9074
C -3.8199 1.0654 -3.2426
C -4.4040 1.8654 -4.2195
C -5.0162 3.0567 -3.8682
C -5.0497 3.4412 -2.5320
C -4.4817 2.6390 -1.5574
H -3.0157 -1.4450 -1.5675
H -5.5774 -0.6581 -1.2957
H -7.2456 -1.5007 0.3072
H -6.9289 -1.1246 2.7383
H -4.9191 0.0830 3.5366
H -3.2500 0.8976 1.9498
H -3.3207 0.1471 -3.5234
H -4.3725 1.5542 -5.2570
H -5.4688 3.6836 -4.6267
H -5.5228 4.3733 -2.2483
H -4.5055 2.9384 -0.5181
C 3.2858 -4.1554 1.9135
Si 2.8859 -2.5214 2.7733
C 4.3237 -1.3758 2.4138
C 2.8835 -2.8644 4.6217
As 0.8869 -1.5993 2.0896
Si -0.4491 -3.4485 1.7696
C -0.0445 -4.4750 0.2479
C -2.2389 -2.8853 1.6546
C -0.3428 -4.5799 3.2718
H 4.2691 -4.5036 2.2497
H 3.3295 -4.0280 0.8291
H 2.5595 -4.9454 2.1265
H 5.2541 -1.8825 2.6949
H 4.2579 -0.4465 2.9807
H 4.3896 -1.1224 1.3531
H 3.8337 -3.3078 4.9381
H 2.0754 -3.5430 4.9026
H 2.7362 -1.9310 5.1691
H 0.0673 -3.8246 -0.6198
H -0.8602 -5.1804 0.0503
H 0.8756 -5.0501 0.3791
H -2.4675 -2.4437 0.6838
H -2.4707 -2.1437 2.4222
H -2.9052 -3.7439 1.7935
H 0.6295 -5.0716 3.3704
H -1.1075 -5.3610 3.1918
H -0.5281 -4.0135 4.1872
*
```

Properties
ΔE to the lowest compared entry with this formula, charge and spin in kcal per mole: 5.5
Frontier orbital gap (alpha / beta) in Eh: 0.216 / 0.240
E_HOMO (alpha / beta) in Ha: -0.1453 / -0.1534
⟨S²⟩: 6.078
Energy in eV: -190367.501

# 2
The following is a quantum chemistry calculation of a 3-piece molecular cluster, C19H45BBrN2O2S overall, from the OMol25 dataset.

ORCA input file:
```
! RIJCOSX wB97M-V def2-TZVPD def2/J DEFGRID3
* xyz -1 1
N -1.5060 -0.5299 0.1602
C -2.7109 -1.4520 0.1853
C -4.0483 -0.8184 0.8926
C -5.4755 -1.3701 0.2196
C -5.4145 -3.0059 0.1225
C -6.7983 -3.7252 -0.3833
C -6.5967 -4.8221 -1.5989
S -5.6623 -4.1514 -3.0908
C -6.8268 -0.7160 0.9571
O -7.8691 -0.4727 -0.0931
B -6.9865 -0.0969 -1.2539
N -7.1799 1.4376 -1.3213
Br -7.7487 -0.8916 -2.9751
O -5.5754 -0.5726 -1.0379
H -0.6703 -1.1460 -0.0748
H -1.6321 0.0944 -0.6911
H -2.4007 -2.4559 0.7378
H -2.9332 -1.7646 -0.9439
H -4.0068 0.3699 0.9336
H -4.0121 -1.1594 2.0357
H -5.2224 -3.3954 1.2344
H -4.5395 -3.4355 -0.5248
H -7.2461 -4.3441 0.5337
H -7.6452 -2.9944 -0.7259
H -7.6913 -5.0876 -1.9920
H -6.1629 -5.8382 -1.1778
H -4.3423 -3.7863 -2.6756
H -6.7027 0.3524 1.4595
H -7.0789 -1.4530 1.8298
H -8.2115 1.6486 -1.4101
H -6.6425 1.7691 -2.1533
C 0.7562 -0.2808 3.5510
C 1.5172 0.0071 2.2663
C 2.3740 -1.1697 1.7933
C 3.4935 -1.5942 2.7506
C 4.5004 -0.4973 3.1111
C 5.2741 0.0265 1.9121
H 1.4337 -0.4707 4.3881
H 0.1317 0.5777 3.8186
H 0.1022 -1.1505 3.4306
H 2.1337 0.9030 2.3970
H 0.7920 0.2462 1.4791
H 2.8053 -0.9192 0.8170
H 1.7225 -2.0354 1.6196
H 4.0336 -2.4355 2.2980
H 3.0534 -1.9842 3.6760
H 5.2144 -0.9077 3.8348
H 3.9959 0.3339 3.6155
H 5.8193 -0.7833 1.4162
H 6.0026 0.7771 2.2339
H 4.6138 0.4984 1.1790
C 7.0915 4.9806 -2.1464
C 5.6785 4.6595 -2.6076
C 4.7797 4.1349 -1.4852
C 5.2262 2.8137 -0.8488
C 5.3719 1.6349 -1.8164
C 4.0675 1.2488 -2.4947
H 7.6107 4.0891 -1.7837
H 7.6750 5.3883 -2.9781
H 7.0803 5.7253 -1.3439
H 5.7158 3.9438 -3.4360
H 5.2289 5.5741 -3.0126
H 3.7606 4.0255 -1.8744
H 4.7187 4.8944 -0.6956
H 4.5020 2.5444 -0.0695
H 6.1812 2.9629 -0.3313
H 5.7421 0.7697 -1.2539
H 6.1306 1.8549 -2.5753
H 3.3059 0.9856 -1.7534
H 4.2236 0.3804 -3.1421
H 3.6791 2.0603 -3.1165
*
```

Properties
Frontier orbital gap in Eh: 0.242
E_HOMO in Ha: -0.1617
Energy in eV: -109064.263

# 3
The following is a quantum chemistry calculation of a 7-piece molecular cluster, C29H45BO10 overall, from the OMol25 dataset.

ORCA input file:
```
! RIJCOSX wB97M-V def2-TZVPD def2/J DEFGRID3
* xyz 0 1
C 5.2906 2.5202 -1.2137
O 4.8329 3.6511 -0.3901
B 4.2786 4.6163 -1.3205
O 5.0720 5.6268 -1.9798
C 2.6773 4.5648 -1.7110
C 2.2830 5.1880 -2.9438
C 0.7230 5.0977 -3.3577
O 0.1114 6.0230 -3.9525
C 0.0034 3.7223 -2.9165
C -1.0801 3.0408 -3.7825
C -1.6767 1.6943 -3.2887
C -1.2237 0.9982 -1.9551
C -0.1490 1.6901 -1.0610
C 0.4422 3.0347 -1.5683
C 1.5900 3.8336 -0.7613
O 1.6056 3.9065 0.4912
H 5.0770 1.5052 -0.7034
H 4.6082 2.5309 -2.1533
H 6.3855 2.6002 -1.5206
H 5.1873 5.2893 -2.9059
H 3.0637 5.7207 -3.6021
H -1.3970 3.5285 -4.7757
H -2.4818 1.1698 -3.9097
H -1.6301 -0.0006 -1.5945
H 0.2141 1.2506 -0.0648
C -1.8462 -4.9299 -1.1448
C -1.4367 -3.4958 -0.9436
C -1.2399 -3.0228 0.4718
O -1.2706 -2.7459 -1.8901
H -1.9503 -5.1293 -2.2140
H -1.0822 -5.5953 -0.7372
H -2.8048 -5.1133 -0.6593
H -0.4491 -3.6034 0.9513
H -2.1727 -3.1225 1.0295
H -0.9462 -1.9702 0.4642
C 8.7898 2.6297 1.0200
C 9.2211 1.5822 0.0282
C 10.6639 1.1565 0.0527
O 8.4319 1.0980 -0.7634
H 7.7254 2.8382 0.8875
H 8.9515 2.2666 2.0374
H 9.3503 3.5521 0.8539
H 10.9080 0.7282 1.0270
H 11.3079 2.0137 -0.1566
H 10.8303 0.3977 -0.7147
C -6.7688 3.2490 -3.6871
C -5.7163 2.3913 -3.0362
C -6.1459 1.5188 -1.8867
O -4.5631 2.4027 -3.4240
H -6.3168 3.8232 -4.4985
H -7.5580 2.6181 -4.1018
H -7.1858 3.9448 -2.9558
H -6.9074 0.8110 -2.2216
H -6.5351 2.1378 -1.0755
H -5.2849 0.9577 -1.5169
C -5.5336 -4.4015 1.2247
C -4.4814 -5.2589 1.8735
C -4.9112 -6.1313 3.0226
O -3.3252 -5.2482 1.4846
H -5.0815 -3.8268 0.4123
H -6.3232 -5.0318 0.8105
H -5.9493 -3.7064 1.9564
H -5.6732 -6.8382 2.6877
H -5.2999 -5.5122 3.8338
H -4.0505 -6.6932 3.3921
C 6.8024 -0.6777 1.5670
C 7.8529 -1.5253 2.2334
C 7.4173 -2.3916 3.3855
O 9.0105 -1.5109 1.8554
H 7.2600 -0.1079 0.7554
H 6.0196 -1.3149 1.1497
H 6.3762 0.0216 2.2902
H 6.6623 -3.1055 3.0491
H 7.0178 -1.7687 4.1886
H 8.2776 -2.9459 3.7672
C -9.0259 -2.4883 4.5796
C -8.1419 -2.2992 3.3760
C -7.8468 -0.8866 2.9476
O -7.6828 -3.2529 2.7718
H -9.1521 -3.5559 4.7719
H -8.5649 -2.0267 5.4554
H -10.0076 -2.0478 4.3925
H -7.3335 -0.3540 3.7510
H -8.7761 -0.3751 2.6881
H -7.1988 -0.9026 2.0684
*
```

Properties
Frontier orbital gap in Eh: 0.285
E_HOMO in Ha: -0.3178
SMILES string: COB(O)C1=CC(=O)c2ccccc2C1=O.CC(C)=O.CC(C)=O.CC(C)=O.CC(C)=O.CC(C)=O.CC(C)=O
Energy in eV: -51949.272

# 4
The following is a quantum chemistry calculation of C7H4MgNO5 as an isolated structure, from the OMol25 dataset.

ORCA input file:
```
! RIJCOSX wB97M-V def2-TZVPD def2/J DEFGRID3
* xyz 1 1
O 0.0022 2.1621 -4.6117
C 0.0760 1.5187 -3.6569
Mg 0.3351 -0.0810 0.0878
C -0.5941 0.9872 2.3794
O -0.7126 1.1457 3.5086
C -0.2232 -2.4707 -0.4144
O -0.3491 -3.6066 -0.2482
C 2.4650 0.2605 -0.8714
O 3.6089 0.2119 -1.0044
C -1.9858 0.0782 -0.3272
O -3.0988 -0.1031 -0.5398
H 0.0792 -0.0338 -1.6776
C 2.7641 -2.3163 3.2492
C 2.0031 -1.5974 2.2580
N 1.4091 -0.9297 1.5214
H 3.5972 -2.8439 2.7720
H 2.1352 -3.0542 3.7591
H 3.1557 -1.5989 3.9809
*
```

Properties
ΔE to the lowest compared entry with this formula, charge and spin in kcal per mole: 3.8
Frontier orbital gap in Eh: 0.263
E_HOMO in Ha: -0.4089
Energy in eV: -24487.119

# 5
The following is a quantum chemistry calculation of a 15-piece molecular cluster, C76H75F21N8O30 overall, from the OMol25 dataset.

ORCA input file:
```
! RIJCOSX wB97M-V def2-TZVPD def2/J DEFGRID3
* xyz 0 1
C 0.6799 -5.2460 2.5889
C -0.5595 -5.2907 3.2397
C -0.6715 -4.8302 4.5451
C 0.4959 -4.3879 5.2730
C 1.7589 -4.3972 4.6430
C 1.8106 -4.8506 3.3855
N 0.2672 -3.8763 6.6427
O -0.8646 -4.0137 7.0773
O 1.1230 -3.2774 7.2924
H 0.7206 -5.4670 1.5325
H -1.3893 -5.6143 2.6288
H -1.6734 -4.7971 4.9469
H 2.5886 -4.1116 5.2726
H 2.7933 -4.9620 2.9514
C -4.0917 5.8977 -0.8755
C -3.1534 6.4762 0.0292
C -2.3067 5.5817 0.6865
C -2.4851 4.2205 0.5558
C -3.5071 3.6630 -0.2348
C -4.3437 4.5497 -0.9546
N -1.5828 3.3056 1.2408
O -0.4460 3.7035 1.4892
O -1.9443 2.1413 1.4221
H -4.6266 6.5691 -1.5307
H -3.0121 7.5425 0.1254
H -1.4679 5.9964 1.2259
H -3.6278 2.5975 -0.3636
H -5.1154 4.2154 -1.6322
C -3.9919 -3.1437 -4.3761
C -5.1508 -3.9495 -4.1939
C -5.1033 -5.3070 -4.6128
C -3.9670 -5.8131 -5.2077
C -2.8327 -4.9955 -5.4170
C -2.8560 -3.6494 -4.9350
N -3.9436 -7.1964 -5.6668
O -4.4699 -8.0238 -4.9637
O -3.2495 -7.4387 -6.6662
H -3.9415 -2.1385 -3.9845
H -6.0343 -3.5457 -3.7220
H -6.0061 -5.8971 -4.5569
H -1.9812 -5.3593 -5.9727
H -1.9682 -3.0345 -4.9425
C -0.1813 2.3484 -3.8393
C 0.5736 2.8353 -4.9512
C 0.6401 4.2176 -5.1806
C 0.1589 5.1024 -4.2313
C -0.4093 4.6147 -3.0585
C -0.6624 3.2382 -2.8473
N 0.3776 6.5672 -4.4460
O 0.7989 7.0689 -5.4959
O 0.0673 7.3117 -3.5561
H -0.3541 1.2968 -3.6645
H 0.9122 2.1662 -5.7285
H 1.0714 4.5707 -6.1056
H -0.7035 5.2866 -2.2659
H -1.1722 2.8523 -1.9769
C -2.5023 -2.7327 1.3171
C -2.8262 -1.3790 1.5299
C -3.7297 -0.8041 0.6859
C -4.3081 -1.5207 -0.3855
C -3.9217 -2.8376 -0.5889
C -3.0254 -3.4568 0.2565
N -5.1876 -0.9279 -1.3465
O -5.5219 -1.5716 -2.3352
O -5.3687 0.2989 -1.3445
H -1.8923 -3.1737 2.0915
H -2.3242 -0.8044 2.2943
H -4.0543 0.2097 0.8685
H -4.2587 -3.4605 -1.4043
H -2.6786 -4.4669 0.0954
C 1.7048 -0.9927 1.0975
C 1.5001 -2.1560 0.3204
C 0.6465 -2.1131 -0.7706
C -0.1029 -1.0409 -1.0582
C 0.0920 0.1515 -0.2858
C 0.9591 0.2023 0.7764
N -1.2464 -1.1073 -1.9829
O -1.6409 -2.2204 -2.3330
O -1.8663 -0.0355 -2.2751
H 2.4292 -0.9297 1.8960
H 2.0195 -3.0493 0.6344
H 0.5679 -3.0480 -1.3054
H -0.4596 1.0565 -0.4938
H 0.9037 1.1166 1.3485
C 0.8338 6.8438 0.2827
C 0.2604 8.0778 0.1037
C -0.4334 8.7121 1.1172
C -0.3907 8.1688 2.4050
C 0.3269 6.9671 2.6597
C 0.8749 6.3119 1.6025
N -1.0483 8.9353 3.4484
O -1.5370 10.0194 3.2348
O -1.1310 8.4084 4.5327
H 1.3002 6.3688 -0.5678
H 0.1751 8.3953 -0.9250
H -1.0477 9.5664 0.8741
H 0.3678 6.5378 3.6499
H 1.4412 5.4123 1.7932
C -3.7438 0.7227 -5.6821
C -5.0215 0.5510 -5.2249
C -6.0742 0.7625 -6.0798
C -5.8392 1.2452 -7.3954
C -4.4954 1.3185 -7.8576
C -3.4441 1.0366 -6.9781
N -6.9342 1.5912 -8.3538
O -8.0427 1.9419 -7.9638
O -6.6676 1.7534 -9.5460
H -2.9324 0.6632 -4.9718
H -5.2729 0.3599 -4.1921
H -7.0404 0.5933 -5.6279
H -4.2608 1.4779 -8.8997
H -2.4252 1.1478 -7.3182
C 2.7696 1.2850 -3.0764
C 3.1275 2.7042 -2.9201
O 3.7570 2.8295 -1.6081
C 2.9968 3.3192 -0.5724
O 1.8751 3.8531 -0.6421
C 3.7009 3.1752 0.8727
F 2.8746 2.5837 1.6903
F 4.8476 2.4713 0.7812
F 4.1503 4.3683 1.3802
H 2.5288 1.0375 -4.1103
H 1.8599 1.1276 -2.4969
H 3.4494 0.6324 -2.5286
H 2.2378 3.2813 -3.1721
H 3.8537 3.0834 -3.6391
C 3.7860 -1.4805 8.3094
C 3.4343 -0.7364 7.0375
O 4.5094 -0.8493 6.2067
C 4.3538 -1.1469 4.8805
O 3.3598 -1.6729 4.3864
C 5.5422 -0.7242 4.0085
F 5.3475 0.3825 3.2468
F 6.6271 -0.4970 4.7559
F 5.8842 -1.6720 3.1621
H 4.0423 -2.5208 8.1090
H 2.8282 -1.5053 8.8290
H 4.5465 -0.9980 8.9234
H 3.1850 0.3025 7.2533
H 2.5448 -1.2164 6.6293
C 3.2174 -3.6164 -4.9255
C 2.1050 -2.5137 -4.7308
O 1.1559 -2.5482 -5.7599
C 0.3113 -1.4947 -5.8500
O 0.1104 -0.7537 -4.9145
C -0.4223 -1.3784 -7.1987
F 0.1580 -2.1003 -8.1091
F -1.6859 -1.6668 -7.1143
F -0.3504 -0.0691 -7.4994
H 2.7959 -4.6205 -4.8781
H 3.9045 -3.5989 -4.0796
H 3.7621 -3.4992 -5.8624
H 2.4787 -1.4902 -4.7604
H 1.5206 -2.6377 -3.8191
C -0.3399 -0.8944 8.6580
C -1.0092 -0.4459 7.3802
O -0.3357 0.7178 6.9133
C -0.7316 1.2898 5.7740
O -1.6588 0.8612 5.0608
C 0.0298 2.6156 5.3570
F 0.7078 3.0373 6.3975
F 0.9181 2.3190 4.3946
F -0.7893 3.5461 4.8825
H -0.6455 -0.3138 9.5283
H 0.7250 -0.6962 8.5357
H -0.5297 -1.9620 8.7693
H -2.0752 -0.2694 7.5240
H -0.9674 -1.1788 6.5746
C 3.2550 6.9358 7.9296
C 2.7584 6.2183 6.7053
O 3.7632 5.3324 6.3006
C 3.6477 4.7581 5.0865
O 2.5930 4.6248 4.4578
C 4.9696 4.0067 4.6124
F 5.9409 4.0622 5.5938
F 4.6810 2.8188 4.1743
F 5.5015 4.7400 3.6149
H 2.5819 7.7506 8.1964
H 4.1974 7.4717 7.8162
H 3.2907 6.2607 8.7846
H 2.5176 6.8902 5.8815
H 1.9292 5.6035 7.0553
C -3.2444 -8.1719 -0.4315
C -3.4833 -7.0276 -1.4946
O -2.3137 -6.6723 -2.3240
C -1.1519 -6.2779 -1.8765
O -0.8866 -6.1067 -0.6659
C -0.0599 -6.1594 -2.9075
F 0.7471 -5.1570 -2.5699
F 0.6715 -7.3118 -2.7260
F -0.5165 -6.0326 -4.1038
H -3.1867 -7.9519 0.6345
H -2.2721 -8.5891 -0.6936
H -4.0116 -8.9059 -0.6779
H -3.8553 -6.1133 -1.0322
H -4.2461 -7.4082 -2.1738
C 5.1254 -1.5282 -0.6347
C 5.6444 -2.8057 0.0446
O 5.3080 -3.9393 -0.7097
C 4.6586 -4.9878 -0.1919
O 4.6304 -5.2578 1.0243
C 3.9302 -5.8711 -1.2076
F 2.6216 -5.8874 -0.7656
F 4.0260 -5.4307 -2.4374
F 4.3737 -7.1131 -1.1686
H 5.6828 -1.3927 -1.5616
H 5.2358 -0.6347 -0.0201
H 4.0585 -1.6205 -0.8376
H 5.1132 -2.8777 0.9937
H 6.7001 -2.7173 0.3014
*
```

Properties
Frontier orbital gap in Eh: 0.312
E_HOMO in Ha: -0.3621
Energy in eV: -210418.297